# 1
DFT (ωB97M-V with the def2-TZVPD basis set) results for C21H26Br3CaClCsF6LiN4O16P2S3 as an isolated structure at a distorted geometry.

Results
Kohn-Sham gap, eV: 2.9996
E, eV: -370111.906
F_max, hartree/bohr: 0.14513
M, u: 1317.68
Highest occupied orbital energy, eV: -7.4

Structure (XYZ):
```
85
C21H26Br3CaClCsF6LiN4O16P2S3, DFT ωB97M-V with the def2-TZVPD basis set
O -0.44849 -4.08507 -0.25631
P 0.41277 -3.79752 1.06900
O 0.01306 -2.22717 1.77591
O 0.14426 -5.11359 2.23155
P 2.50436 -3.67305 0.45539
C 2.98202 -1.87242 -0.09217
C 3.17956 -0.62575 1.00524
C 2.99813 -0.83104 2.64064
C 3.70573 -2.15344 3.37210
C 3.59094 -2.47066 4.97702
C 2.76658 -1.38632 5.90685
C 2.04621 -0.05740 5.25215
C 2.14928 0.23381 3.60906
C 3.59247 0.92508 0.53591
C 3.84607 1.23628 -1.06864
C 3.67197 -0.02785 -2.10067
N 3.91072 0.13091 -3.58613
S 3.62241 -1.45882 -4.28174
N 3.17074 -2.48595 -2.90143
C 3.23806 -1.56118 -1.70164
H -0.94897 -2.08812 1.48967
H 0.86333 -5.81870 2.06432
H 2.63300 -4.59353 -0.68281
H 4.29711 -2.93388 2.68964
H 4.10254 -3.46074 5.39781
H 2.70703 -1.58693 7.06517
H 1.47631 0.68506 5.97168
H 1.66023 1.20042 3.12649
H 3.70663 1.80378 1.32879
H 4.16760 2.32682 -1.35886
Li 6.06772 0.94558 0.04366
C 5.54918 0.87442 -6.66596
O 4.42728 0.18318 -7.18367
H 6.43730 0.58479 -7.23244
H 5.39210 1.95130 -6.76426
H 5.68795 0.61008 -5.61472
H 3.65506 0.46023 -6.66172
O 2.02951 3.22655 -4.08693
Cl 1.06989 2.42163 -4.81751
O 0.53819 3.19072 -5.92579
O -0.01256 2.03789 -3.93224
O 1.72413 1.23134 -5.32506
Cs -2.91845 -2.16571 1.74362
N -2.33464 2.92701 3.32146
O -1.23479 2.42658 3.03316
O -3.38461 2.35729 2.98099
O -2.38439 3.99710 3.95014
Ca -0.26038 0.99464 3.65032
C -3.90755 0.49559 -3.47339
F -2.94340 1.34723 -3.01353
F -3.74625 -0.67108 -2.77580
F -5.10239 1.01159 -3.05739
S -3.83991 0.24676 -5.27571
O -2.50928 -0.32032 -5.51394
O -4.04415 1.58578 -5.83246
N -5.06303 -0.76027 -5.39951
S -5.30729 -1.19743 -6.90625
O -4.28787 -2.06323 -7.50616
O -5.83330 -0.16421 -7.80407
C -6.72544 -2.30482 -6.61768
F -7.78526 -1.65883 -6.04702
F -6.41999 -3.33388 -5.77204
F -7.20114 -2.87994 -7.75999
Br 3.74173 -5.30759 -1.48323
C -4.98726 5.99120 3.69925
C -5.99593 6.93796 3.10178
C -5.98030 8.08304 4.09081
O -4.65834 8.13657 4.64460
C -3.95776 6.94301 4.26800
H -4.56440 5.28710 2.97820
H -5.45216 5.41608 4.50884
H -5.64437 7.28491 2.12295
H -6.98856 6.49914 2.97276
H -6.68062 7.90675 4.91412
H -6.22353 9.04246 3.62520
H -3.21208 7.21740 3.51388
H -3.43910 6.52991 5.13751
Br 6.32962 -6.87050 4.52405
C 4.45455 -6.76724 5.05087
C 3.61055 -7.74114 4.26261
Br 3.28045 -7.08701 2.45454
H 4.14526 -5.72587 4.92845
H 4.44441 -7.02203 6.11459
H 2.61895 -7.84387 4.71239
H 4.06495 -8.73085 4.16575
```

# 2
DFT (ωB97M-V with the def2-TZVPD basis set) results for a 2-piece molecular cluster, C4H10N overall at a distorted geometry.

Results
Kohn-Sham gap, eV: 7.7544
Net charge: +1
E, eV: -5791.148
F_max, hartree/bohr: 0.04261
M, u: 72.13
Highest occupied orbital energy, eV: -13.6

Structure (XYZ):
```
15
C4H10N, DFT ωB97M-V with the def2-TZVPD basis set
C 1.69626 -0.09223 2.01180
N 0.90757 -0.60028 1.13710
H 1.31290 0.11204 3.00461
H 2.74454 -0.00033 1.75369
H -0.05992 -0.27454 1.18068
H 1.27053 -0.83142 0.21758
C -1.05141 -0.86606 -0.92467
C -0.33468 0.42128 -1.21359
C -0.95718 1.56641 -0.93153
H -1.38674 -1.37144 -1.83435
H -1.83279 -0.87027 -0.17109
H -0.40453 -1.68474 -0.57366
H 0.52412 0.45623 -1.87627
H -0.41695 2.48934 -1.08939
H -2.01174 1.54600 -0.69091
```

# 3
DFT (ωB97M-V with the def2-TZVPD basis set) results for an isolated molecule of CH3PS3 at a distorted geometry.

Results
Kohn-Sham gap, eV: 8.3602
E, eV: -42878.356
Structure (SMILES): PSC(=S)S
F_max, hartree/bohr: 0.06007
M, u: 142.21
Highest occupied orbital energy, eV: -8.9

Structure (XYZ):
```
8
CH3PS3, DFT ωB97M-V with the def2-TZVPD basis set
C 1.68524 0.31759 -0.00584
P -1.39617 0.07462 -0.55846
S 1.45635 1.87379 -0.00511
S 2.97795 -0.79510 -0.37532
S 0.10129 -1.17248 0.13404
H -2.42974 -1.01666 -0.40921
H -1.10010 -0.43446 -1.85005
H 3.97288 0.11871 -0.52288
```

# 4
DFT (ωB97M-V with the def2-TZVPD basis set) results for C24H50BCaCl4F7ILiN3O13S2SiV as an isolated structure at a distorted geometry.

Results
Kohn-Sham gap, eV: 1.4397
Net charge: +2
E, eV: -208522.645
F_max, hartree/bohr: 0.17536
M, u: 1191.37
Highest occupied orbital energy, eV: -12.1

Structure (XYZ):
```
109
C24H50BCaCl4F7ILiN3O13S2SiV, DFT ωB97M-V with the def2-TZVPD basis set
C 3.97500 -1.30597 -1.24512
C 2.54901 -1.00170 -2.05066
O 2.36125 -1.54834 -3.25475
O 1.58693 -0.12862 -1.33636
C 1.72974 1.27011 -1.82245
O 2.71084 1.52779 -2.72131
C 0.76602 2.52869 -1.40510
B -0.77647 2.44512 -1.97480
C -1.83730 1.51861 -1.06817
C -3.36613 1.49966 -1.68342
O -4.05858 0.28831 -1.21782
Si -3.87810 -1.06094 -2.32835
C -5.30584 -2.32527 -1.85566
C -2.22432 -2.02136 -2.01973
C -4.19452 -0.61709 -4.19066
C -1.18643 3.28023 -3.33054
C -1.27030 2.38635 -4.70186
C -0.33091 3.19071 -5.82759
I -0.59743 0.31208 -4.50538
H 3.70935 -1.95903 -0.28451
H 4.41746 -0.25673 -0.95636
H 4.73341 -1.87378 -1.94907
H 0.68319 2.50305 -0.21553
H 1.31271 3.54434 -1.67542
H -1.91697 2.09801 -0.02726
H -1.40781 0.45932 -0.80597
H -3.42895 1.69722 -2.83576
H -3.92931 2.41756 -1.16804
H -5.34493 -2.43155 -0.68314
H -6.34498 -1.99488 -2.32131
H -5.01728 -3.34661 -2.39948
H -1.26459 -1.35216 -2.00951
H -2.31325 -2.49986 -0.93059
H -2.05461 -2.84898 -2.84764
H -3.87274 -1.49856 -4.91868
H -5.36273 -0.45474 -4.36669
H -3.66625 0.36227 -4.55234
H -0.50275 4.21890 -3.51220
H -2.28306 3.71631 -3.15178
H -2.36461 2.33893 -5.17505
H 0.78209 3.09027 -5.47530
H -0.61693 4.34296 -5.70932
H -0.52681 2.82262 -6.92194
Li -5.04498 -3.04124 -5.02184
F -6.84498 -0.93442 -3.78775
C 8.87844 6.30867 -3.32521
F 9.44534 7.49451 -2.95935
F 9.48725 5.93643 -4.49152
F 9.27488 5.39059 -2.39274
S 7.06362 6.39539 -3.48641
O 6.83557 7.39671 -4.53133
O 6.59458 6.78293 -2.15318
N 6.84076 4.88218 -3.89939
S 5.31220 4.53934 -4.13959
O 4.69114 5.12880 -5.32870
O 4.45594 4.51156 -2.95099
C 5.55207 2.78383 -4.57166
F 6.15031 2.07725 -3.56577
F 6.35670 2.62206 -5.66527
F 4.38642 2.13347 -4.85510
C -0.53077 2.22863 3.05398
O -0.69530 2.72631 1.94758
N -0.72079 0.90030 3.37001
C -0.50421 0.38816 4.70719
C -1.15104 -0.01421 2.33262
H -0.20418 2.83485 3.91517
H 0.26820 -0.38512 4.66891
H -1.43869 -0.04407 5.07614
H -0.18334 1.18274 5.38647
H -0.41126 -0.01164 1.52657
H -2.10996 0.32783 1.93180
H -1.25850 -1.02683 2.73058
O 1.04192 -1.75533 5.76141
V 1.95503 -3.04111 4.98724
O 2.86809 -4.32682 4.21311
C -4.95048 -3.64131 2.63889
Cl -3.55880 -2.76646 1.98865
Cl -6.26820 -3.70505 1.46223
H -4.64552 -4.66084 2.88712
H -5.30192 -3.13177 3.53937
C 3.71527 -8.30260 8.28098
C 3.76846 -7.36557 7.07663
C 5.07957 -6.55114 6.98398
O 5.16011 -5.45664 7.90101
C 5.55261 -5.82080 9.21555
N 2.58878 -6.48768 7.10228
H 3.50773 -7.77739 9.21570
H 2.91803 -9.04451 8.15122
H 4.65841 -8.84662 8.39702
H 3.70903 -7.99218 6.17849
H 5.12602 -6.10070 5.98434
H 5.96232 -7.19665 7.07210
H 6.27124 -6.64629 9.21939
H 4.67356 -6.07630 9.81006
H 6.02245 -4.95138 9.68402
H 2.57657 -5.93319 6.24543
H 2.74509 -5.79132 7.83707
Cl -5.91437 3.03143 -3.66275
C -7.18022 1.97484 -2.98828
C -8.27727 2.76506 -2.29245
Cl -7.70292 3.53497 -0.79263
H -6.70246 1.26331 -2.30820
H -7.60254 1.41312 -3.82713
H -9.09576 2.09625 -2.01085
H -8.68434 3.54758 -2.94118
Ca 1.50424 4.97112 -6.51942
O -8.75129 5.22128 2.19129
H -9.03173 6.01539 1.71202
H -8.30424 4.68707 1.51768
```

# 5
DFT (ωB97M-V with the def2-TZVPD basis set) results for C16H22N2O as an isolated structure at a distorted geometry.

Results
Kohn-Sham gap, eV: 7.3153
E, eV: -21959.438
F_max, hartree/bohr: 0.34310
M, u: 258.37
Highest occupied orbital energy, eV: -7.7

Structure (XYZ):
```
41
C16H22N2O, DFT ωB97M-V with the def2-TZVPD basis set
C 1.26860 -2.05112 -1.33054
N 2.20744 -1.63911 -0.50446
C 2.78728 -0.43919 -0.84956
C 2.07263 0.77115 -0.68969
N 1.74287 0.75265 0.55141
C 1.11914 -0.33363 1.15541
H 0.97212 -0.17033 2.24465
C 1.86692 -1.69492 0.94241
C 1.27030 -2.97647 1.51226
H 0.21965 -2.88674 1.18988
H 1.73428 -3.75656 1.24768
C 1.38584 -3.16048 3.10414
O 0.58059 -2.15209 3.46441
H 0.56197 -2.18011 4.69787
H 1.10376 -4.14459 3.24535
H 2.56360 -2.75604 3.38523
H 2.93236 -1.31164 1.38769
H 0.15238 -0.43308 0.63518
C 0.82136 2.04846 1.09169
C -0.23415 2.25629 0.45014
C -1.28034 2.06191 -0.33074
C -2.38581 2.24013 -0.87444
C -2.56009 1.63035 -2.21102
C -3.60539 1.72937 -2.92679
C -5.01511 2.01157 -2.50953
C -4.86480 2.85398 -1.31496
C -3.52709 2.82700 -0.70658
H -3.71846 3.22491 0.53205
H -5.55003 3.34613 -0.84417
H -5.71229 2.33573 -3.14559
H -3.80921 1.12142 -3.97870
H -1.64654 1.01256 -2.78641
H 0.74891 2.09900 2.17972
H 1.70338 2.89965 0.72544
H 2.75127 1.64183 -0.92147
H 1.09419 0.75565 -1.13271
H 3.14877 -0.70288 -1.97578
H 3.97433 -0.17710 -0.13019
H 1.69457 -2.20439 -2.29480
H 0.98636 -3.14793 -0.87446
H 0.44447 -1.30133 -1.41004
```

# 6
DFT (ωB97M-V with the def2-TZVPD basis set) results for a 2-piece molecular cluster, ClFOS overall at a distorted geometry.

Results
Kohn-Sham gap (spin up / spin down), eV: 6.3228 / 6.3072
E, eV: -28118.336
F_max, hartree/bohr: 0.04970
M, u: 102.52
Highest occupied orbital energy (spin up / spin down), eV: -10.6 / -10.6

Structure (XYZ):
```
4
ClFOS, DFT ωB97M-V with the def2-TZVPD basis set
O -0.62341 -1.55198 0.12403
F -0.48112 1.91357 1.44232
S 0.31026 -0.49232 0.21637
Cl 0.79427 0.13073 -1.78272
```

# 7
DFT (ωB97M-V with the def2-TZVPD basis set) results for C37H38Cl3N3O2P2STi as an isolated structure at a distorted geometry.

Results
Kohn-Sham gap (spin up / spin down), eV: 6.6515 / 7.9441
E, eV: -137649.431
F_max, hartree/bohr: 0.02925
M, u: 804.97
Expectation value of S²: 2.01
Highest occupied orbital energy (spin up / spin down), eV: -6.3 / -7.6
Spin multiplicity: 3

Structure (XYZ):
```
87
C37H38Cl3N3O2P2STi, DFT ωB97M-V with the def2-TZVPD basis set
Ti 1.04733 -0.25273 -0.46772
C -0.24590 -0.96753 2.54050
P 1.49358 -0.69559 1.94311
C 2.23267 0.30550 3.27102
C 1.63771 1.54604 3.51158
C 2.14887 2.39720 4.47943
C 3.27082 2.02133 5.21095
C 3.88898 0.80790 4.94921
C 3.37808 -0.04566 3.97742
C 2.03762 -2.43476 2.24930
C 2.12360 -2.91804 3.55431
C 2.46885 -4.23973 3.80856
C 2.71728 -5.10553 2.75483
C 2.60603 -4.64383 1.45022
C 2.27271 -3.32072 1.20037
C -0.86880 -1.74206 1.42030
C -1.87311 -2.67974 1.39774
C -2.03744 -3.07354 0.03668
C -1.11395 -2.36092 -0.69699
C -0.75555 -2.43688 -2.15090
P 0.01236 -0.84792 -2.71154
C -1.38758 0.15121 -3.31452
C -2.71785 -0.16121 -3.06078
C -3.73585 0.67395 -3.51296
C -3.43066 1.82417 -4.22410
C -2.10098 2.15006 -4.47272
C -1.08831 1.32511 -4.00992
C 0.79636 -1.42027 -4.26428
C 0.13783 -1.40013 -5.49238
C 0.75654 -1.90389 -6.62890
C 2.03753 -2.43364 -6.55108
C 2.69754 -2.46294 -5.33015
C 2.08330 -1.95832 -4.19084
N -0.38049 -1.53774 0.14440
H -0.73836 -0.00712 2.71204
H -0.25876 -1.53016 3.47090
H 0.79148 1.85246 2.90648
H 1.68615 3.36182 4.65315
H 3.66707 2.68250 5.97258
H 4.78085 0.52608 5.49738
H 3.88951 -0.97077 3.74201
H 1.90665 -2.26106 4.38986
H 2.53869 -4.59145 4.83156
H 2.99804 -6.13326 2.94921
H 2.78739 -5.31515 0.61970
H 2.21370 -2.98215 0.17802
H -2.41864 -3.05412 2.25364
H -2.72963 -3.81191 -0.34701
H -1.60165 -2.71459 -2.77856
H 0.02401 -3.18412 -2.31906
H -2.97095 -1.07024 -2.52273
H -4.77127 0.41917 -3.31848
H -4.22527 2.46806 -4.58254
H -1.85695 3.04840 -5.02677
H -0.05073 1.58642 -4.19479
H -0.86358 -0.99350 -5.56816
H 0.23274 -1.88522 -7.57757
H 2.51900 -2.82070 -7.44121
H 3.69753 -2.87500 -5.26178
H 2.60679 -1.96831 -3.24468
Cl 3.69279 2.21111 0.78893
C 3.50074 1.26453 -0.67841
Cl 2.02451 1.83412 -1.54043
Cl 4.91971 1.50677 -1.73358
C 3.33409 -0.27430 -0.37824
O 3.96182 -0.70506 0.58622
O 2.69576 -0.92603 -1.31742
C -3.24604 4.09273 2.94144
C -2.15614 3.22486 2.33438
N -2.76107 2.05800 1.69286
C -2.14418 1.25948 0.80160
S -0.63129 1.68001 0.13589
N -2.77818 0.15531 0.42329
C -4.03052 -0.34832 0.96115
C -5.25370 0.24640 0.26813
H -2.80503 4.98651 3.38129
H -3.78535 3.56212 3.73055
H -3.96259 4.40253 2.17861
H -1.45036 2.90732 3.10444
H -1.59884 3.77212 1.58105
H -3.58442 1.69299 2.14037
H -2.26439 -0.43956 -0.21310
H -4.06681 -0.16216 2.03776
H -4.00427 -1.42822 0.84249
H -5.25931 1.33670 0.33594
H -6.16876 -0.13327 0.72795
H -5.25916 -0.02393 -0.78824
```

# 8
DFT (ωB97M-V with the def2-TZVPD basis set) results for a 3-piece molecular cluster, C4H8O2 overall.

Results
Kohn-Sham gap, eV: 9.5360
E, eV: -8368.680
F_max, hartree/bohr: 0.00777
M, u: 88.11
Highest occupied orbital energy, eV: -8.8

Structure (XYZ):
```
14
C4H8O2, DFT ωB97M-V with the def2-TZVPD basis set
O -1.01440 1.07470 -1.94912
C -0.01607 0.67109 -1.11761
C -0.07085 -0.57898 -0.49185
C 0.95915 -1.10300 0.46306
C -0.06444 -0.51360 1.35848
O 0.06882 0.63215 1.90321
H -1.84240 0.67325 -1.65125
H -0.09003 1.73045 0.05662
H 0.93082 1.11960 -1.40737
H -0.89638 -1.23182 -0.76239
H 1.89971 -0.55139 0.47781
H 1.09374 -2.18375 0.46591
H -0.94141 -1.12649 1.60376
H -0.05136 1.54527 0.92096
```